[1]
Here is the molecule C2H3BrSi in a non-equilibrium geometry from the Open Molecules 2025 dataset. Energies are from ωB97M-V with the def2-TZVPD basis set.

```
7
Properties=species:S:1:pos:R:3:forces:R:3
Br -2.8114 0.1050 0.0149 0.3 0.0 0.0
C -0.9542 0.0870 -0.0315 5.3 -4.8 0.1
C 0.0974 -1.0771 -0.0137 -4.2 6.2 0.0
Si 0.8331 0.6279 -0.0108 -1.8 -1.4 0.0
H -0.0333 -2.1360 0.0471 0.0 -0.4 0.0
H 1.3737 1.2481 1.1951 0.2 0.1 0.2
H 1.4947 1.1452 -1.2011 0.2 0.2 -0.3
```
Positions in Å, forces in eV/Å.

Results
Lowest unoccupied orbital energy ... 0.01736 Ha
Spin multiplicity ... 1

=====

[2]
Here is a cluster of 5 separate species, C43H97BrF3N5O6P in total in a non-equilibrium geometry from the Open Molecules 2025 dataset. Energies are from ωB97M-V with the def2-TZVPD basis set.

```
156
Properties=species:S:1:pos:R:3:forces:R:3
C 6.8237 -6.7554 -0.5810 -0.2 0.8 -0.1
C 7.6325 -5.3501 -0.1843 -0.3 -1.4 -0.7
C 8.4406 -4.8231 -1.5172 -0.4 0.7 0.7
C 8.9492 -3.2429 -1.3631 -0.1 -1.6 -0.1
C 10.4364 -3.2731 -0.6728 -0.1 0.5 0.8
C 11.1238 -1.7730 -0.5524 0.4 0.0 -0.4
C 10.5803 -0.6963 -1.6705 1.1 -0.1 0.1
C 11.5896 0.6208 -1.5653 -0.5 0.1 0.6
C 10.8502 2.0451 -1.9042 0.7 -0.1 -0.4
C 9.8261 1.9914 -3.1985 0.2 0.9 0.4
C 8.2943 2.2957 -2.6948 -0.2 0.2 -0.4
C 7.1934 1.8105 -3.8352 0.2 -0.5 0.7
C 5.8130 1.2697 -3.1354 -0.8 -0.1 0.5
C 5.1586 2.3041 -2.0299 0.2 0.7 0.0
C 3.5367 2.4993 -2.1654 0.4 0.6 -0.5
C 2.6757 1.0946 -2.2117 2.3 -0.5 1.3
N 1.5916 1.2940 -3.2627 -1.0 1.1 -0.5
C 0.3378 0.4798 -3.0350 -1.3 -1.9 0.2
C -0.4126 0.8294 -1.5817 0.4 -0.2 -0.6
C -1.1171 -0.5690 -1.0984 -0.8 -0.5 -0.8
C -2.7331 -0.3921 -0.7041 0.1 -1.2 -0.6
C -3.6335 -1.1596 -1.8864 0.4 -0.2 0.2
C -3.4686 -2.8098 -1.8328 0.5 0.2 -0.8
C -5.2439 -0.7373 -1.7956 1.5 -0.3 -0.7
C 0.6791 1.4523 -0.5022 1.8 -0.2 -1.3
P -0.1046 1.2786 1.2290 -1.2 -0.8 1.4
O 0.4553 -0.2026 2.0352 0.7 1.3 -2.8
Br 0.5598 3.0127 2.6138 0.3 -1.1 -1.0
C 2.0782 0.6355 -0.7297 -0.9 0.1 -0.4
C 3.1660 0.7415 0.4891 1.9 -1.7 -0.7
O 3.3833 2.0940 1.0248 2.7 -0.8 2.4
C 4.4220 2.1249 2.0672 0.2 1.8 1.2
F 4.0464 1.4348 3.3326 1.4 2.1 -4.7
F 4.5951 3.5784 2.4411 -0.6 -5.2 -1.8
F 5.7641 1.6664 1.6242 -4.6 1.2 1.5
H 5.8313 -6.4481 -1.1558 2.1 -0.8 1.1
H 6.5123 -7.3518 0.3804 0.7 1.1 -1.9
H 7.4902 -7.4124 -1.2836 -1.3 1.2 1.4
H 6.7985 -4.5906 0.1618 2.0 -1.3 -0.5
H 8.3767 -5.6489 0.6701 -1.4 1.0 -1.5
H 9.3930 -5.4941 -1.6827 -2.1 1.2 0.1
H 7.6974 -4.8802 -2.4263 1.5 -0.1 1.7
H 8.9367 -2.8048 -2.4691 0.2 -0.6 2.6
H 8.1533 -2.7070 -0.6678 1.8 -0.8 -1.5
H 10.3424 -3.6666 0.4473 0.0 0.7 -2.4
H 11.1497 -4.0424 -1.2136 -1.5 1.7 0.8
H 12.3020 -1.8537 -0.7235 -2.5 0.1 0.4
H 10.9816 -1.3269 0.5349 0.1 -0.9 -2.3
H 9.4459 -0.4264 -1.5196 2.3 -0.4 -0.1
H 10.6762 -1.1829 -2.7335 -0.2 0.9 2.0
H 12.5460 0.5119 -2.2387 -2.0 0.0 1.2
H 11.9735 0.6561 -0.4402 -0.8 0.0 -2.4
H 11.7085 2.8184 -2.1697 -1.9 -1.5 0.8
H 10.2692 2.4097 -0.9510 1.1 -0.6 -1.9
H 10.1407 2.8894 -3.9095 -0.7 -2.0 1.3
H 9.9353 0.9854 -3.8074 -0.4 2.0 1.4
H 8.0681 1.8230 -1.6238 0.5 0.7 -2.4
H 8.1839 3.4610 -2.5503 0.3 -2.3 -0.2
H 7.6754 0.8830 -4.4051 -1.1 2.2 1.0
H 6.9868 2.7143 -4.5721 0.3 -2.1 1.4
H 6.0103 0.2523 -2.5505 -0.3 2.0 -1.5
H 4.9491 1.0677 -3.9333 2.0 0.3 1.4
H 5.6403 3.3824 -2.2034 -1.1 -2.3 0.6
H 5.3891 1.9650 -0.9307 -0.3 0.8 -2.2
H 3.3598 3.1010 -3.1812 0.3 -1.4 1.9
H 3.1615 3.2343 -1.3118 0.6 -1.8 -1.7
H 3.3132 0.1603 -2.5859 -1.2 2.3 0.6
H 1.2904 2.3145 -3.2635 0.6 -1.4 0.1
H 1.9642 1.1268 -4.2439 -0.3 0.1 1.5
H 0.6745 -0.6644 -3.0862 -0.7 2.6 0.2
H -0.4246 0.6519 -3.9195 1.7 -0.2 1.8
H -1.2219 1.6359 -1.8372 1.4 -1.6 0.7
H -0.5159 -1.1585 -0.2640 -1.2 1.5 -1.6
H -1.1281 -1.3033 -2.0399 0.1 1.6 2.0
H -2.9119 -0.9782 0.2931 0.2 1.4 -1.7
H -3.0572 0.7357 -0.6180 0.7 -2.3 0.0
H -3.1478 -0.8364 -2.9278 -1.2 -0.5 2.1
H -2.3248 -3.1442 -1.7690 -2.4 0.8 0.0
H -4.0552 -3.3170 -0.9565 1.0 1.1 -1.7
H -3.8476 -3.2182 -2.8844 0.6 0.7 2.4
H -5.8456 -1.7428 -1.9633 1.0 2.4 0.4
H -5.4169 0.0269 -2.6935 0.0 -1.6 2.2
H -5.4345 -0.2424 -0.7462 0.0 -1.0 -2.3
H 0.9115 2.5955 -0.7515 -0.7 -2.3 0.8
H 0.9019 -0.8055 1.3632 -0.7 1.0 1.3
H 1.8017 -0.5168 -0.8447 0.7 2.3 0.5
H 4.2135 0.4001 0.0288 -2.2 0.5 0.9
H 2.9741 0.0302 1.3983 -0.1 1.3 -1.9
C -7.1850 -7.0730 2.2051 -0.1 -0.2 0.2
C -6.9483 -6.9205 0.7041 0.0 0.4 0.1
C -5.7494 -6.0104 0.3432 -0.2 0.0 -0.1
O -5.9882 -4.6105 0.5246 0.3 -0.4 0.0
C -5.9330 -4.1743 1.8751 -0.2 0.2 -0.2
N -8.1880 -6.4489 0.0706 0.3 0.2 -0.3
H -7.6953 -6.2126 2.6455 0.1 0.0 -0.1
H -7.8214 -7.9429 2.4009 0.1 0.2 -0.1
H -6.2427 -7.2234 2.7397 -0.1 0.0 0.0
H -6.7227 -7.9205 0.3124 0.0 0.2 -0.1
H -5.5378 -6.1371 -0.7249 -0.1 0.1 0.1
H -4.8398 -6.3149 0.8779 -0.1 0.0 0.1
H -5.1661 -4.7042 2.4476 -0.1 -0.1 0.0
H -6.9124 -4.2896 2.3418 0.1 -0.1 0.2
H -5.6970 -3.1091 1.8796 0.1 0.0 -0.1
H -8.0631 -6.4614 -0.9438 -0.1 -0.1 0.2
H -8.2848 -5.4542 0.2903 -0.1 -0.3 0.0
C -8.5977 0.7846 1.0938 0.0 -0.3 0.0
C -7.5844 1.8909 1.3796 -0.3 0.2 -0.2
C -8.2224 3.2490 1.7593 0.1 0.1 -0.2
O -8.8044 3.9614 0.6622 0.2 -0.2 0.6
C -10.0683 3.4668 0.2437 0.2 0.1 -0.3
N -6.6861 2.0259 0.2239 0.2 0.4 0.0
H -9.0439 0.8623 0.0990 0.0 0.1 0.1
H -8.1100 -0.1952 1.1379 0.0 0.1 0.0
H -9.4043 0.7882 1.8326 0.0 0.0 -0.1
H -6.9876 1.5637 2.2405 0.0 0.2 -0.1
H -7.4290 3.8997 2.1451 -0.1 0.0 -0.2
H -8.9529 3.1356 2.5713 -0.1 -0.1 -0.1
H -10.6727 3.1172 1.0858 0.1 -0.1 0.0
H -9.9301 2.6709 -0.4897 -0.3 -0.1 0.1
H -10.6025 4.2764 -0.2558 0.1 0.1 0.1
H -5.9393 2.6812 0.4640 -0.1 -0.2 0.0
H -7.2057 2.5105 -0.5126 0.1 -0.2 0.2
C 5.3879 3.6225 7.3613 0.0 -0.3 0.2
C 5.6246 3.7750 5.8603 -0.1 0.5 0.1
C 6.8235 4.6851 5.4994 -0.2 0.1 -0.1
O 6.5847 6.0851 5.6808 0.3 -0.6 0.0
C 6.6399 6.5212 7.0312 -0.2 0.2 -0.2
N 4.3849 4.2466 5.2267 0.2 0.3 -0.3
H 4.8776 4.4830 7.8017 0.1 0.0 -0.2
H 4.7515 2.7527 7.5570 0.1 0.1 -0.1
H 6.3302 3.4722 7.8959 -0.1 0.0 0.0
H 5.8502 2.7751 5.4685 0.0 0.1 -0.1
H 7.0351 4.5585 4.4312 -0.1 0.1 0.1
H 7.7331 4.3807 6.0341 -0.1 0.0 0.1
H 7.4068 5.9913 7.6038 -0.1 -0.1 0.0
H 5.6605 6.4060 7.4980 0.1 -0.1 0.2
H 6.8759 7.5864 7.0358 0.1 -0.1 -0.1
H 4.5098 4.2341 4.2123 -0.1 0.0 0.6
H 4.2881 5.2413 5.4464 0.0 -0.3 0.1
C -14.6535 -0.1245 -1.9092 -0.3 -0.1 -0.1
C -14.2033 1.2624 -1.4552 0.4 -0.2 0.2
C -12.7948 1.6642 -1.9556 -0.1 0.1 0.2
O -11.7140 1.0098 -1.2823 -0.3 0.1 -0.4
C -11.4932 -0.3325 -1.6903 0.1 0.1 0.3
N -14.2923 1.3375 0.0101 0.4 0.3 0.0
H -14.2062 -0.9310 -1.3225 0.0 0.2 0.0
H -15.7384 -0.2255 -1.7961 0.2 0.1 0.0
H -14.4120 -0.2923 -2.9627 0.0 0.0 0.1
H -14.9133 1.9840 -1.8787 0.2 0.0 0.1
H -12.6587 2.7343 -1.7602 0.1 -0.1 0.1
H -12.7028 1.5332 -3.0421 0.0 -0.2 0.0
H -11.6701 -0.4716 -2.7608 -0.1 0.0 0.0
H -12.1205 -1.0057 -1.1042 0.0 -0.2 -0.2
H -10.4550 -0.5882 -1.4729 0.0 0.1 0.0
H -14.1052 2.2993 0.3010 -0.2 -0.2 0.0
H -13.5023 0.8111 0.3921 -0.3 0.0 -0.1
```
Positions in Å, forces in eV/Å.

Results
Lowest unoccupied orbital energy ... -0.11743 Ha
Spin multiplicity ... 1
Net charge ... +1

=====

[3]
Here is the molecule C6H11N in a non-equilibrium geometry from the Open Molecules 2025 dataset. Energies are from ωB97M-V with the def2-TZVPD basis set.

```
18
Properties=species:S:1:pos:R:3:forces:R:3
C -0.6321 2.0385 1.3399 0.9 0.3 -0.9
C -0.1536 1.5262 0.2043 1.1 0.2 -1.8
C -0.2393 0.0949 -0.2989 0.8 0.5 0.4
C -1.4760 -0.5316 -0.5668 4.2 -0.1 1.5
C -1.5363 -2.0324 -0.2660 -0.6 -2.2 0.0
N 1.1327 -0.5031 -0.5099 -4.9 0.9 0.3
C 2.5041 -0.0964 -0.0535 -0.9 -2.7 0.2
H -0.5441 3.1166 1.5331 0.1 -0.6 0.1
H -0.9372 1.3783 2.1154 -0.9 -0.3 0.5
H 0.5005 2.1695 -0.4801 -1.3 -0.6 0.9
H -2.3423 0.0950 -0.4589 -0.2 0.0 0.0
H -2.5326 -2.1713 0.2461 1.1 0.0 -0.1
H -0.6829 -2.3443 0.4572 -1.5 0.6 -1.1
H -1.5848 -2.9289 -1.0487 0.3 2.3 0.9
H 0.8431 -1.3493 -1.0293 2.0 0.4 0.5
H 2.7344 -0.2980 1.0866 -0.8 1.1 -2.0
H 2.8634 0.8756 -0.5008 -0.4 -1.2 0.7
H 2.9531 -1.0161 -0.5057 0.9 1.3 0.1
```
Positions in Å, forces in eV/Å.

Results
Lowest unoccupied orbital energy ... 0.03439 Ha
Spin multiplicity ... 1

=====

Across the entries above, highest occupied orbital energy takes the values -0.3380 -0.3806 -0.2820 Ha, respectively.